## 1
DFT (ωB97M-V with the def2-TZVPD basis set) results for an isolated molecule of C4H6N2S.

Output
- structure (SMILES) = Cn1ccnc1S
- gap between HOMO and LUMO (eV) = 8.377
- E_HOMO (eV) = -7.7

Atoms and positions in Å:
C: 1.013 1.035 1.466
N: 0.116 0.306 0.227
C: -0.346 -0.896 0.671
C: -0.954 -1.599 -0.333
N: -0.931 -0.945 -1.516
C: -0.310 0.200 -1.307
S: 0.170 1.378 -2.498
H: 0.092 1.289 2.158
H: 1.723 1.967 1.346
H: 1.585 0.250 1.806
H: -0.136 -1.187 1.707
H: -1.453 -2.620 -0.164
H: -0.569 0.821 -3.563

---

## 2
DFT (ωB97M-V with the def2-TZVPD basis set) results for an isolated molecule of C4H6N2S.

Output
- structure (SMILES) = [H]/N=C1\N[C@@H]2C[C@@H]2S1
- gap between HOMO and LUMO (eV) = 9.301
- E_HOMO (eV) = -8.6

Atoms and positions in Å:
H: 0.088 2.224 -2.634
N: 0.880 2.046 -1.940
C: 0.619 1.028 -1.166
N: -0.520 0.344 -0.919
C: -0.496 -0.743 0.057
C: -0.466 -0.666 1.535
C: 0.813 -0.852 0.632
S: 1.835 0.459 0.217
H: -1.366 0.869 -0.784
H: -1.080 -1.575 -0.211
H: -0.784 0.334 2.171
H: -0.790 -1.666 2.016
H: 1.269 -1.801 1.027

---

Which one is most stable, and which one is least stable? 2 is the most stable of them, while 1 is the least stable.

---

## 1
DFT (ωB97M-V with the def2-TZVPD basis set) results for an isolated molecule of C4H6N2S.

Output
- structure (SMILES) = [H]/N=C(\N)C(=S)C=C
- gap between HOMO and LUMO (eV) = 7.706
- E_HOMO (eV) = -9.1

Atoms and positions in Å:
H: -2.405 1.178 1.007
N: -1.507 1.068 0.545
C: -1.062 -0.127 0.601
N: -1.490 -1.203 1.274
C: 0.213 -0.479 -0.240
S: 0.684 -2.114 -0.441
C: 0.998 0.685 -0.732
C: 2.110 0.816 -1.467
H: -1.106 -2.154 1.026
H: -2.227 -0.919 2.022
H: 0.512 1.625 -0.160
H: 2.596 -0.145 -1.875
H: 2.683 1.770 -1.559

---

## 2
DFT (ωB97M-V with the def2-TZVPD basis set) results for an isolated molecule of C4H6N2S.

Output
- structure (SMILES) = S=C1N[C@H]2C[C@H]2N1
- gap between HOMO and LUMO (eV) = 9.020
- E_HOMO (eV) = -8.2

Atoms and positions in Å:
S: 3.144 -0.013 0.147
C: 1.506 -0.001 -0.111
N: 0.690 -1.115 -0.280
C: -0.658 -0.749 -0.355
C: -1.270 -0.016 0.813
C: -0.682 0.755 -0.344
N: 0.703 1.111 -0.243
H: 1.057 -2.036 -0.099
H: -1.272 -1.387 -0.979
H: -0.737 0.069 1.793
H: -2.346 -0.081 0.883
H: -1.247 1.375 -1.019
H: 1.112 2.087 -0.206

---

Which one is most stable, and which one is least stable? 2 is the most stable of them, while 1 is the least stable.

---

## 1
DFT (ωB97M-V with the def2-TZVPD basis set) results for an isolated molecule of C4H6N2S.

Output
- structure (SMILES) = S=CN1CCC=N1
- gap between HOMO and LUMO (eV) = 8.488
- E_HOMO (eV) = -8.2

Atoms and positions in Å:
S: -2.470 -1.623 -1.393
C: -1.150 -0.574 -1.578
N: -0.351 -0.133 -0.676
C: -0.413 -0.464 0.858
C: 0.825 0.527 1.252
C: 1.438 0.887 -0.134
N: 0.649 0.617 -1.137
H: -0.577 -0.465 -2.681
H: -0.346 -1.519 1.145
H: -1.416 -0.351 1.183
H: 0.301 1.445 1.621
H: 1.407 0.037 1.979
H: 2.101 1.616 -0.440

---

## 2
DFT (ωB97M-V with the def2-TZVPD basis set) results for an isolated molecule of C4H6N2S.

Output
- structure (SMILES) = Cn1ccc(S)n1
- gap between HOMO and LUMO (eV) = 9.226
- E_HOMO (eV) = -8.3

Atoms and positions in Å:
C: -1.863 -0.885 0.001
N: -0.620 -0.152 0.085
C: -0.392 1.187 0.025
C: 0.934 1.402 -0.011
C: 1.455 0.121 0.066
S: 3.158 -0.338 0.042
N: 0.546 -0.820 0.068
H: -2.661 -0.161 -0.114
H: -1.765 -1.542 -0.876
H: -2.078 -1.399 0.953
H: -1.172 1.919 0.004
H: 1.437 2.355 0.016
H: 3.020 -1.687 -0.259

---

Which one is most stable, and which one is least stable? 2 is the most stable of them, while 1 is the least stable.

---

## 1
DFT (ωB97M-V with the def2-TZVPD basis set) results for an isolated molecule of C4H6O2.

Output
- structure (SMILES) = O=C[C@@H]1C[C@@H]1O
- gap between HOMO and LUMO (eV) = 10.433
- E_HOMO (eV) = -9.7

Atoms and positions in Å:
O: 2.219 -0.497 1.539
C: 1.165 0.032 1.245
C: 0.422 -0.614 0.146
C: 0.120 0.102 -1.162
C: -1.003 -0.238 -0.248
O: -1.561 0.824 0.484
H: 0.788 0.897 1.807
H: 1.055 -1.521 0.168
H: 0.237 -0.485 -2.069
H: 0.395 1.149 -1.245
H: -1.731 -0.996 -0.542
H: -2.107 1.347 -0.124

---

## 2
DFT (ωB97M-V with the def2-TZVPD basis set) results for a structure of composition C4H6O2.

Output
- gap between HOMO and LUMO (eV) = 7.855
- E_HOMO (eV) = -8.1

Atoms and positions in Å:
O: 1.062 1.765 1.008
C: 0.258 1.088 0.275
C: -1.024 1.162 -0.151
C: -0.588 -1.572 -0.130
O: 0.394 -1.319 -0.815
C: 1.300 0.096 0.068
H: -1.364 0.578 -0.998
H: -1.647 1.977 0.196
H: -0.640 -1.387 0.955
H: -1.434 -2.074 -0.608
H: 2.059 0.253 -0.700
H: 1.591 -0.516 0.917

---

## 3
DFT (ωB97M-V with the def2-TZVPD basis set) results for an isolated molecule of C4H6O2.

Output
- gap between HOMO and LUMO (eV) = 8.564
- E_HOMO (eV) = -9.2

Atoms and positions in Å:
O: -0.626 0.748 -1.666
C: 0.224 0.557 -0.566
C: -0.489 0.576 0.814
C: 0.378 -0.355 1.586
O: 0.090 -1.803 -0.503
C: 0.839 -0.847 -0.623
H: -1.165 -0.054 -1.742
H: 0.999 1.325 -0.611
H: -0.387 1.574 1.266
H: -1.560 0.350 0.719
H: -0.217 -1.094 2.153
H: 1.915 -0.976 -0.827

---

## 4
DFT (ωB97M-V with the def2-TZVPD basis set) results for an isolated molecule of C4H6O2.

Output
- structure (SMILES) = O=C1CC(O)C1
- gap between HOMO and LUMO (eV) = 10.443
- E_HOMO (eV) = -9.7

Atoms and positions in Å:
O: 0.688 -0.898 2.248
C: 0.343 -0.602 1.137
C: 1.047 -0.564 -0.219
C: -0.176 0.201 -0.773
O: 0.191 1.544 -0.988
C: -0.953 -0.040 0.551
H: 1.977 0.011 -0.240
H: 1.214 -1.555 -0.651
H: -0.638 -0.243 -1.665
H: -0.603 2.089 -0.939
H: -1.746 -0.793 0.482
H: -1.344 0.849 1.058

---

Which one is most stable, and which one is least stable? 4 is the most stable of them, while 3 is the least stable.

---

## 1
DFT (ωB97M-V with the def2-TZVPD basis set) results for an isolated molecule of C4H6O2.

Output
- structure (SMILES) = C=CC1(C)OO1
- gap between HOMO and LUMO (eV) = 11.346
- E_HOMO (eV) = -10.3

Atoms and positions in Å:
C: 1.690 0.584 0.074
C: 0.474 0.906 -0.302
C: -0.624 0.715 0.760
C: -0.909 -0.702 1.088
O: -1.732 1.570 0.666
O: -0.761 1.603 1.748
H: 2.551 0.687 -0.463
H: 1.743 0.131 1.144
H: 0.239 1.324 -1.340
H: -0.013 -1.125 1.718
H: -0.997 -1.379 0.255
H: -1.916 -0.753 1.696

---

## 2
DFT (ωB97M-V with the def2-TZVPD basis set) results for an isolated molecule of C4H6O2.

Output
- structure (SMILES) = O=CCCC=O
- gap between HOMO and LUMO (eV) = 10.648
- E_HOMO (eV) = -9.8

Atoms and positions in Å:
O: -0.944 -0.402 -1.571
C: -1.309 -0.737 -0.467
C: -0.453 -0.466 0.764
C: 0.421 0.755 0.455
C: 1.341 0.439 -0.705
O: 1.928 -0.614 -0.775
H: -2.312 -1.189 -0.330
H: 0.179 -1.343 0.975
H: -1.099 -0.318 1.637
H: -0.228 1.592 0.185
H: 1.035 1.059 1.315
H: 1.441 1.225 -1.484

---

Which one is most stable, and which one is least stable? 2 is the most stable of them, while 1 is the least stable.

---

## 1
DFT (ωB97M-V with the def2-TZVPD basis set) results for an isolated molecule of C4H6O2.

Output
- gap between HOMO and LUMO (spin up / spin down) (eV) = 8.860 / 7.178
- E_HOMO (spin up / spin down) (eV) = -8.5 / -8.1

Atoms and positions in Å:
O: 1.430 -1.104 0.455
C: 1.507 0.125 0.603
C: 0.576 1.139 0.224
C: -0.495 -0.785 -1.013
C: -1.239 -0.214 0.135
O: -0.783 1.119 0.245
H: 2.437 0.546 1.035
H: 0.926 2.160 0.368
H: -0.501 -1.862 -1.163
H: -0.451 -0.188 -1.922
H: -1.037 -0.793 1.045
H: -2.328 -0.153 -0.001

---

## 2
DFT (ωB97M-V with the def2-TZVPD basis set) results for a structure of composition C4H6O2.

Output
- gap between HOMO and LUMO (eV) = 11.489
- E_HOMO (eV) = -10.6

Atoms and positions in Å:
C: 0.274 0.197 1.644
C: 0.239 0.395 0.137
C: -0.043 -0.909 -0.952
C: -0.652 0.266 -1.612
O: -0.614 0.743 -2.704
O: -0.950 0.959 -0.411
H: -0.619 -0.319 2.008
H: 0.373 1.142 2.203
H: 1.163 -0.400 1.868
H: 1.079 1.022 -0.190
H: 0.508 -1.608 -1.622
H: -0.758 -1.488 -0.368

---

## 3
DFT (ωB97M-V with the def2-TZVPD basis set) results for an isolated molecule of C4H6O2.

Output
- structure (SMILES) = O=COC1CC1
- gap between HOMO and LUMO (eV) = 11.224
- E_HOMO (eV) = -10.2

Atoms and positions in Å:
O: 1.750 0.897 0.125
C: 1.586 -0.358 -0.208
O: 0.442 -1.092 -0.017
C: -0.632 -0.332 0.508
C: -1.016 1.037 -0.185
C: -2.023 -0.211 -0.182
H: 2.414 -1.062 -0.720
H: -0.591 -0.368 1.658
H: -0.690 1.225 -1.195
H: -1.008 1.897 0.612
H: -3.024 -0.345 0.393
H: -2.128 -0.599 -1.214

---

Which one is most stable, and which one is least stable? 2 is the most stable of them, while 1 is the least stable.